[1]
This record from OMol25 describes a structure of composition C36H80ClN4 at a distorted geometry. The level of theory is ωB97M-V/def2-TZVPD.

XYZ file:
```
121
Properties=species:S:1:pos:R:3:forces:R:3:mulliken_charge:R:1
H -1.6430 1.0881 -4.1574 0.0236 0.0549 0.4795 0.002
H 4.7046 -0.1806 7.5184 0.1912 0.2279 0.1995 0.419
H 2.0705 -1.9574 -4.4935 0.0498 0.1556 -0.0432 0.590
H -5.7024 -4.9761 -0.0180 -0.5867 -0.9018 -0.4002 0.349
H -4.0483 -3.4900 0.6684 0.2857 -0.1418 -0.2158 0.582
H -2.1476 -5.5879 -2.1297 0.0289 0.1454 0.4173 0.315
C -1.2998 3.5971 -3.2771 0.4949 -2.3745 -0.6382 -0.826
H 0.4999 1.8785 -6.1319 0.0571 0.4758 0.1463 0.427
H -3.1586 1.1557 -2.3953 -0.4245 -0.0581 0.1714 0.676
H -4.0060 -1.1225 -2.3603 -0.1293 -0.4532 0.3882 0.569
C 1.1695 3.1486 -3.7079 0.4797 -0.7592 0.4864 -0.571
H 2.5999 2.3707 -1.5526 0.2371 -0.1513 0.5051 0.020
H 0.1539 0.3686 2.1665 -0.3416 -0.3055 4.1980 0.340
H -1.3835 1.7758 -0.4699 -1.2031 -0.0749 1.2387 0.246
H -3.7205 -0.7774 1.3894 -0.2556 -0.2676 -0.0681 0.541
H 0.6716 0.8870 -2.0800 0.1061 1.7641 0.5869 0.484
H 4.6859 1.4760 9.4126 -0.1310 0.5190 0.3434 0.381
H 1.0733 3.6928 -4.6475 -0.2056 -0.4538 -0.0555 0.502
H -1.4811 3.9806 -4.2812 0.6464 0.0572 -0.0444 0.311
C -0.6052 1.3552 -4.3568 0.2333 1.6345 -0.2103 0.678
C -2.0827 -2.5908 -1.0668 -4.3488 1.9629 2.8522 -1.722
H -6.4512 -4.8748 -1.7700 -0.2501 -1.0775 0.6957 0.397
H -2.1646 2.9532 -3.1168 -0.3634 0.7828 0.8413 0.349
C 1.4228 -1.9694 -1.0601 0.4863 -1.0397 -1.8065 -0.452
Cl 0.5924 0.4393 0.7166 2.9955 -1.5389 -7.8470 -0.572
C -4.4406 -2.7883 -0.0676 0.9729 0.6988 -1.7019 -1.043
H -0.0799 3.5504 -0.6313 -0.3207 0.1017 -0.3789 0.840
H -4.1803 -4.2215 -1.6379 -0.0740 0.0549 -0.3795 0.069
H 4.3195 -1.4170 -1.2938 0.1000 -0.3448 -0.7735 0.441
H -1.1354 2.6042 -6.1198 0.2198 0.2141 0.3555 0.241
H 1.8740 -2.9391 -0.8497 0.1886 0.0560 0.3148 0.451
H -1.6810 0.6230 1.5568 -0.3296 -0.6343 0.5342 1.206
H 0.4630 0.2187 6.9115 0.1836 -0.3168 0.6632 0.405
H -2.3832 -2.7687 -2.0994 -0.9759 1.3038 1.6055 0.687
C -3.7279 -0.7246 -1.3843 0.4759 1.4805 0.5256 -1.417
H -2.0771 -3.5422 -0.5348 -0.4407 0.3537 0.1643 0.845
H 4.1120 0.2866 -1.4111 -0.1785 0.0846 0.1960 0.489
C -0.7081 -3.9026 -2.2503 1.7788 -1.6046 -1.1859 1.004
C -6.1433 -4.4057 -0.8355 0.5993 0.6409 -0.7650 -1.326
H 1.7936 2.2565 -3.7602 0.3551 0.1223 -0.7912 0.236
H -1.8429 0.0622 -2.1545 -0.5310 -0.0161 -0.1427 -0.895
C 0.8550 0.7973 4.2497 0.3189 1.1800 0.3191 -0.356
H 3.2187 3.4053 6.6397 -0.5218 -0.0390 -0.8254 0.390
H 1.0744 1.1451 8.3986 -0.3367 -0.2006 -0.2245 0.419
H -0.8189 -0.3267 0.4536 -2.0002 -1.0264 -0.5760 -0.520
N 1.1355 -2.0902 -2.6049 0.1781 -1.1558 0.7592 0.566
C 2.4161 -1.9010 -3.4613 -0.6489 0.4836 0.5457 -1.087
H -0.1217 1.7892 7.1600 0.2839 0.4833 0.4050 0.319
H 1.6949 1.1740 2.2772 -0.2314 0.5000 0.8501 0.457
C 3.0079 0.5708 6.5572 0.6155 0.4328 -0.7166 -0.742
H -0.8407 -5.9333 -3.1713 0.1930 0.1195 -0.0977 0.440
C -0.5397 1.7364 -5.8368 1.1177 -0.3860 -0.2266 -0.574
C 3.6180 -0.6578 -1.6397 -1.5518 0.0661 1.1259 -1.619
H -1.1669 -2.0305 -0.8785 -0.9498 0.0469 -0.0962 -1.149
C 1.9432 3.2070 -1.3127 -1.2237 0.7048 -0.1941 -0.816
H 0.5435 -0.0795 -2.8182 -0.0278 -1.8950 -0.5051 -2.228
H -0.6750 -3.6301 -1.1954 1.2147 -0.7141 -1.1107 0.199
H -2.4057 -1.9215 1.6269 0.1194 -0.2330 -0.4376 0.410
H 2.8732 4.3521 -2.8548 -0.2161 -0.1464 -0.8662 0.537
H -0.1893 -1.2396 -3.9855 -0.3030 -0.1163 0.1927 1.439
H -0.8757 0.7422 -7.7640 0.2438 0.0760 0.1541 0.426
H -5.1589 -2.1957 0.4989 -0.2133 0.1866 -0.5391 0.598
H 2.3492 2.4255 4.5389 0.1134 -0.1766 0.1809 0.337
H 2.5616 -0.3955 6.3224 -0.2887 0.1753 0.1192 0.397
C 4.3023 1.8204 8.4522 0.3924 -1.6191 0.0590 -0.679
H 1.3272 -4.3226 -2.6671 0.7090 0.6655 0.1587 0.473
H -0.7387 -1.1040 -2.2350 0.5010 -0.2842 -0.6681 0.367
H 1.5301 3.6514 7.2587 0.0351 -0.2179 -0.2208 0.480
C -1.0590 0.5924 -6.7000 -1.0863 0.1359 0.1214 -1.360
H 3.3116 -0.0904 8.5644 -0.0099 -0.1026 0.1075 0.385
H 4.0097 -0.5484 -3.8045 0.1812 -0.1375 0.0638 0.574
H 0.0280 0.4954 -4.1384 -0.3342 1.2205 -0.8384 0.095
H 2.6096 0.2879 -3.2842 -0.2801 -0.0175 0.0471 -0.930
H -2.1417 0.6474 -6.5872 -0.2138 -0.5506 -0.1490 0.346
C 3.1793 -0.6234 -3.1023 0.3520 -0.8643 -0.0719 0.768
H -5.2948 -2.8973 -2.1584 0.2260 0.1318 0.1499 0.353
N -0.1835 2.4687 -3.3188 0.1476 1.5474 -0.2570 0.719
H 0.7558 2.7712 5.2428 -0.0703 0.0434 -0.4290 0.321
C 0.5578 2.6971 -0.8624 1.0862 0.6239 -1.7729 -0.656
C 0.7535 1.1700 7.3572 0.0098 -0.2783 -1.4753 -0.962
C 3.8771 0.4639 7.8154 -1.3159 0.6682 0.0769 -0.785
H -4.5856 -0.2791 -0.8804 -0.2698 -0.1826 -0.2199 0.480
C -2.2506 1.1210 -0.3832 -1.5355 -1.4118 1.9714 -0.330
C 2.3812 2.9741 7.1882 1.7109 -0.6276 1.7035 -0.663
H 2.4612 -0.7263 0.3134 0.6346 -0.6802 -0.2850 0.923
C 1.8506 4.0392 -2.6443 -1.1828 -0.8287 1.8735 -1.089
C -2.7268 0.4712 -1.6651 0.1476 -1.6958 0.4475 0.641
H 3.0633 -2.7595 -3.2823 -0.1790 -0.0727 0.1560 0.540
C -1.0744 -5.4285 -2.2339 0.7067 0.7064 -0.7223 -1.659
N -3.2427 -1.8117 -0.4285 -0.3084 0.1499 1.2663 0.200
H 1.6737 0.1036 -0.8022 0.6713 -0.2935 -1.0680 -0.803
C 1.4891 1.9890 5.0466 -0.5455 -1.2122 0.9791 -0.735
H -3.0594 1.7440 -0.0015 -0.1346 -0.0139 0.2772 0.520
C 0.7076 1.1154 2.7355 0.0780 1.4121 6.5242 -1.596
C -4.9726 -3.5364 -1.3362 -0.2648 0.6740 2.2237 0.043
H -7.0196 -3.8891 -0.4438 0.2517 0.4188 -0.0655 0.348
C 0.6294 -3.5221 -2.9129 -1.0012 -0.2189 -0.2860 -1.110
H 0.4197 -1.9601 -0.6336 0.6679 0.3964 0.4092 0.974
C 2.2937 -0.7920 -0.7617 2.0365 0.3765 -1.1374 -0.671
H 0.4831 -3.5424 -3.9929 0.1667 -0.0094 -0.0963 0.440
C 3.1448 2.8182 8.6140 -0.2510 -0.6731 -1.2863 -0.695
H -0.5058 -5.9235 -1.4466 -0.2389 -0.1044 0.0278 0.394
H -1.5104 -3.3220 -2.7055 2.0446 -1.5724 -1.2363 0.185
C -1.8343 0.0028 0.6736 -2.8918 0.0282 -0.5193 0.610
H 0.0637 1.9820 2.5856 0.4164 0.5304 0.0536 0.396
H 1.2608 4.9390 -2.4689 0.0425 0.1401 -0.0334 0.349
C -2.8100 -1.1762 0.9420 -0.3920 1.9025 -1.4730 -1.711
H 1.4579 -0.1090 4.3062 0.1456 0.0440 0.2648 0.277
H 2.5313 2.5401 9.4710 -0.3597 -0.2260 -0.2879 0.337
H -0.7265 -0.4080 -6.4230 0.1785 0.0452 0.0767 0.276
H 5.2163 2.1579 7.9636 -0.3524 0.6578 -0.3734 0.326
C 0.0862 -1.0607 -2.9462 1.5129 -1.6430 -0.0099 -0.816
H -0.9599 1.4482 -1.5674 1.5730 -0.1946 -2.1066 -0.202
C 0.0199 1.7491 -1.9383 -0.4196 2.4003 -0.3635 0.565
H 3.6587 0.7926 5.7114 0.0128 0.2422 -0.0873 0.460
H 0.6202 2.0977 0.0459 0.1806 1.0930 -0.5584 0.145
H -1.0763 4.4121 -2.5888 -0.1000 -0.5443 0.1329 0.372
N 1.9208 1.6406 6.5185 0.2798 1.0499 0.8719 0.333
H 3.5439 3.7921 8.8975 -0.1007 0.1483 -0.3729 0.389
H -0.1310 0.5727 4.6567 -0.0117 -0.0254 0.1442 0.353
H 2.2734 3.7890 -0.4523 0.7666 0.1073 -0.4142 0.579
```
Forces are in eV/Å.

The LUMO energy comes out at -6.21 eV. Its molar mass is 604.52 g mol⁻¹. The value obtained for the HOMO-LUMO gap is 7.06 eV. The total charge is +3.

[2]
This record from OMol25 describes the molecule C4H8O at a distorted geometry. The level of theory is ωB97M-V/def2-TZVPD.

XYZ file:
```
13
Properties=species:S:1:pos:R:3:forces:R:3:nbo_charge:R:1
H -0.6710 0.8826 -1.5975 -1.1699 0.4626 -1.2193 0.168
C -1.3946 -0.3217 0.2354 -0.1306 -2.4449 0.2819 -0.622
C 1.2035 -0.1236 0.9462 -1.2418 -0.9874 2.6719 -0.641
C 0.1183 -0.2130 -0.1370 0.1609 -0.2471 3.4212 0.157
H -1.7464 -1.5365 0.5393 1.0950 3.8789 -0.5303 0.221
O 0.5276 -0.8593 -1.3370 -0.4992 2.0290 0.2296 -0.492
H -1.5940 0.4853 1.0435 -0.0791 -1.6429 -1.2785 0.226
H -1.8919 -0.0863 -0.7648 0.0454 -0.4314 1.8190 0.217
H 0.9797 1.4544 -1.5590 -0.0749 -1.7444 1.2008 0.204
C 0.2632 0.6446 -1.1968 1.5816 1.6347 -4.3463 -0.118
H 0.6937 -0.8965 1.7587 2.5191 1.3540 -1.6662 0.215
H 2.2450 -0.2905 0.4896 -1.7162 -0.3620 1.0173 0.246
H 1.2668 0.8605 1.5793 -0.4903 -1.4990 -1.6011 0.219
```
Forces are in eV/Å.

The LUMO energy comes out at 0.92 eV. As for the SMILES: CC1(C)CO1. Its molar mass is 72.11 g mol⁻¹. The value obtained for the HOMO-LUMO gap is 11.19 eV. The total charge is 0.

[3]
This record from OMol25 describes the molecule C22H27N5O5. The level of theory is ωB97M-V/def2-TZVPD.

XYZ file:
```
59
Properties=species:S:1:pos:R:3:forces:R:3:nbo_charge:R:1
C 0.1814 0.2928 1.1811 0.2612 0.0734 -0.0633 0.666
O 0.4759 -0.7052 1.8409 -0.2098 -0.0549 0.0974 -0.659
O 6.3591 1.7739 -0.1892 0.2750 0.0852 -0.1165 -0.628
C -4.7676 -0.7729 1.0001 -0.0272 -0.1842 0.0539 0.678
H -7.6558 0.8588 -0.9775 -0.0928 0.0302 -0.0027 0.213
H 5.3954 4.2365 -0.2828 -0.0133 -0.0085 -0.0589 0.214
H -0.8856 2.8276 0.9197 0.0848 0.0613 -0.0024 0.227
C -5.3942 1.4472 0.7803 -0.1261 0.0703 0.0278 0.678
H 6.5977 -3.1880 1.1483 0.0481 0.0266 0.0834 0.191
C 5.8464 -1.6772 -0.1910 0.1791 -0.0055 0.3265 -0.411
C -7.2026 -0.2705 0.7922 -0.3861 0.0956 -0.1246 -0.221
C 3.3691 0.1275 0.7330 -0.5684 0.5347 -0.3116 0.462
H -5.9515 -0.8214 -1.6474 0.0397 -0.0651 0.0412 0.192
C -7.7418 -0.1746 -0.6355 0.2976 -0.2087 0.1115 -0.403
C -2.2100 -0.3036 1.1017 0.0067 0.0574 -0.0146 -0.141
H -7.7799 0.3835 1.4516 0.0747 -0.1159 0.0030 0.219
H 0.6877 1.8948 0.0392 -0.0495 -0.2986 0.0808 0.441
H 7.8496 -2.2346 0.3517 0.0428 0.0113 0.1007 0.201
N -5.8140 0.1287 0.8681 -0.3125 -0.0802 0.0258 -0.471
H 6.6680 -0.0425 0.9421 -0.2024 -0.1385 0.1085 0.259
H -8.6495 -1.3404 -2.9826 -0.1210 -0.0203 -0.0551 0.201
H 3.6763 -1.6985 1.5850 0.0388 0.0458 -0.0448 0.392
C 5.7246 -0.5898 0.8778 0.2841 -0.2811 -0.1850 -0.224
C -7.6049 -1.0376 -2.9999 0.1800 -0.0633 0.1659 -0.599
C -1.6294 2.0440 0.9211 -0.0165 -0.1217 -0.0045 -0.183
H 6.1422 -1.2053 -1.1298 -0.0454 0.0359 -0.0567 0.213
H 7.7663 -4.5382 -0.5715 0.0564 -0.1188 -0.0534 0.212
N 1.0494 1.0679 0.5189 -0.3028 0.3268 -0.3131 -0.572
H 2.0196 -1.1558 1.5041 0.1866 0.0059 -0.0334 0.445
C -3.5338 0.0548 0.9950 0.2842 0.6510 -0.0621 -0.070
C 6.8858 -2.7244 0.2015 -0.1884 0.0402 -0.2567 -0.392
H 5.5134 -1.0185 1.8618 0.0139 0.0681 -0.0309 0.190
H -7.0669 -1.6979 -3.6757 -0.0080 -0.0352 -0.1350 0.210
C 4.7223 3.7315 -0.9748 0.0866 0.2690 -0.1290 -0.415
H -8.8016 -0.4350 -0.6152 -0.0686 0.0412 -0.0076 0.207
C 7.0236 -3.8016 -0.8670 0.0632 0.0976 0.2259 -0.599
C -7.0067 -1.1022 -1.6004 -0.2486 0.1453 -0.0419 -0.397
H 6.0756 -4.3124 -1.0207 -0.0807 -0.0804 -0.0572 0.202
H 3.8581 4.3549 -1.1913 0.1187 -0.0563 0.0148 0.245
H -7.2540 -1.3003 1.1542 -0.0055 0.1322 0.0221 0.229
H 5.2679 3.5032 -1.8898 -0.0028 0.0419 0.0430 0.214
N 2.9966 -1.0865 1.1707 0.1503 -0.2426 0.1467 -0.800
N 4.2316 2.5032 -0.3751 0.0283 0.1715 -0.1131 -0.444
H -7.5489 -0.0243 -3.3919 -0.0269 0.0944 -0.0945 0.202
C 2.8682 2.3449 -0.1995 -0.0753 -0.4846 0.3293 0.649
C -2.9700 2.4007 0.8297 -0.2397 -0.0830 -0.0303 -0.156
C 2.4544 1.1081 0.4021 0.4257 -0.0752 0.2143 -0.150
C -3.9123 1.3938 0.8589 0.6292 -0.3487 0.0697 -0.124
C 5.1757 1.5760 -0.0211 -0.1795 -0.0449 0.1116 0.800
H 4.8804 -2.1609 -0.3514 -0.0125 0.0165 -0.0668 0.203
N 4.7071 0.3983 0.5462 0.0018 -0.0718 0.1170 -0.422
O -6.1205 2.4020 0.6727 0.0339 0.0390 -0.0117 -0.547
H -7.0571 -2.1268 -1.2259 0.0892 -0.0270 0.0378 0.203
H 7.3332 -3.3622 -1.8121 0.0297 0.0016 -0.1341 0.205
O 2.0670 3.2093 -0.5419 -0.0729 0.0928 -0.0584 -0.662
H -3.2684 3.4334 0.7400 -0.0272 0.1051 -0.0017 0.237
H -1.9066 -1.3316 1.2248 0.0276 -0.0882 0.0234 0.251
C -1.2456 0.7097 1.0453 -0.4344 -0.0626 0.1089 -0.112
O -4.8904 -1.9661 1.1013 0.1068 -0.0021 -0.0194 -0.546
```
Forces are in eV/Å.

The LUMO energy comes out at -0.65 eV. As for the SMILES: CCCCN1C(=O)c2ccc(C(=O)Nc3c(N)n(CCCC)c(=O)n(C)c3=O)cc2C1=O. Its molar mass is 441.49 g mol⁻¹. The value obtained for the HOMO-LUMO gap is 7.38 eV. The total charge is 0.

[4]
This record from OMol25 describes a structure of composition C8H8O4 at a distorted geometry. The level of theory is ωB97M-V/def2-TZVPD.

XYZ file:
```
20
Properties=species:S:1:pos:R:3:forces:R:3:nbo_charge:R:1
C 0.0449 0.3668 -0.6109 -0.5516 1.0446 -1.9148 -0.274
C 1.3977 -0.1552 1.2841 4.8431 5.8325 -2.9692 -0.186
H 0.8395 2.1808 -1.1722 3.1453 0.6838 -2.3052 0.203
O -1.7807 -2.0227 1.5438 4.4041 -0.7660 3.3946 -0.621
H 0.6826 -1.5255 2.6234 -0.8973 1.3044 -1.6078 0.201
H -3.8950 -1.6118 -0.5187 3.6145 2.0024 1.5765 0.509
H -1.3474 -2.2819 2.4508 -1.3074 0.3136 -2.2197 0.472
C -0.7450 -1.2768 0.9694 -0.6492 0.7022 2.3732 0.346
H -0.3211 0.8559 -1.5641 0.8659 -0.7358 1.1956 0.277
C 2.0381 2.0568 -1.4144 -0.0288 3.8074 -3.8864 -0.261
C -0.9486 -0.4792 -0.0803 2.9584 0.4625 -0.6044 -0.258
C -2.0936 -0.6187 -0.8061 -6.0589 1.3416 -4.2018 0.770
C 1.2356 0.5459 0.0124 2.2055 -1.2143 1.5977 0.271
H 2.5615 3.2469 -1.3453 -1.3064 -3.6550 -0.0416 0.181
O -3.0085 -1.2260 0.0069 -4.4314 -1.1827 -4.0265 -0.676
H 2.5504 1.5044 -2.5338 -2.3579 2.0201 2.8940 0.178
C 0.4346 -0.9059 1.6433 -1.9214 -6.6580 5.8635 -0.263
O -2.3657 -0.1310 -1.9311 0.8020 -1.7077 2.7854 -0.604
O 2.4025 1.2304 -0.4342 -1.5368 -2.0638 2.9482 -0.513
H 2.3182 0.2469 1.8769 -1.7917 -1.5316 -0.8513 0.248
```
Forces are in eV/Å.

The LUMO energy comes out at 0.16 eV. Its molar mass is 168.15 g mol⁻¹. The value obtained for the HOMO-LUMO gap is 8.98 eV. The total charge is 0.

Question: The highest total charge belongs to which entry?
Answer: C36H80ClN4

Question: Number 2 is which compound?
Answer: C4H8O